Entry 1:
Density functional theory data (wB97M-V/def2-TZVPD) for a cluster of 2 separate species, C2ClF3 in total in a non-equilibrium geometry.

```
6
Properties=species:S:1:pos:R:3:forces:R:3
C 0.341792 0.032598 -1.055712 0.703 -0.029 -0.668
C -0.082173 0.232994 -2.162331 -0.692 0.036 0.637
F 1.219549 -0.216168 -0.150647 -0.157 -0.015 0.304
F -0.578152 0.092518 2.529608 -1.952 2.240 -4.351
F -0.947325 0.482767 -3.080152 0.145 0.006 -0.254
Cl 0.046310 -0.624708 3.919235 1.953 -2.238 4.332
```
Forces are in eV/Å.

Output
E_HOMO (spin up / spin down) = -9.2265 / -10.4300 eV
gap between HOMO and LUMO (spin up / spin down) = 9.789 / 6.271 eV
spin multiplicity = 3
F_max = 5.27 eV/A

Entry 2:
Density functional theory data (wB97M-V/def2-TZVPD) for a structure of composition C24H32Cl2HoN3O3 in a non-equilibrium geometry.

```
65
Properties=species:S:1:pos:R:3:forces:R:3
O 0.963776 -0.489245 -3.796343 0.348 0.962 0.090
C -0.046942 0.176105 -3.756672 -2.075 -1.321 2.053
C -0.308556 1.632603 -3.642724 0.527 1.197 -0.704
C 0.235681 2.687784 -2.841701 0.476 -0.628 -0.891
H 0.468507 2.494849 -1.774710 0.288 0.126 -0.813
C 0.467479 3.922947 -3.483043 -0.604 -0.376 0.184
H 1.036246 4.713239 -2.967935 -0.566 -0.388 -0.172
C 0.002704 4.140091 -4.797746 0.065 -0.331 -0.304
H 0.208086 5.075852 -5.317252 0.079 -0.154 0.277
C -0.734062 3.161119 -5.484488 -0.096 0.603 0.577
H -1.101224 3.297703 -6.509056 0.089 0.231 0.566
C -0.974230 1.955346 -4.842785 0.515 -0.389 -0.234
H -1.554169 1.168118 -5.347772 0.430 0.311 0.136
H -1.046056 -0.354143 -3.771829 0.627 0.117 -0.533
C -2.561986 -1.019204 -1.576318 -2.539 -0.280 1.252
C -1.895284 0.175841 -1.033055 2.761 0.732 -4.032
H -3.340303 -0.669866 -2.274398 -0.162 -0.504 0.158
H -3.040626 -1.447416 -0.679881 -0.598 -0.687 -0.441
H -2.044699 -1.853307 -2.066352 0.726 0.563 0.194
C -2.408028 1.403435 -1.111263 -1.549 -0.078 0.175
C -3.880853 1.619876 -0.850311 -0.481 0.285 -0.912
H -1.854288 2.325248 -1.346526 0.208 -0.302 1.187
H -4.361582 2.147623 -1.684533 -0.148 0.054 0.097
H -3.963787 2.264135 0.030368 -0.035 -0.048 -0.037
H -4.450991 0.699235 -0.638707 0.427 0.330 -0.119
Ho -0.855496 -0.062069 0.841561 1.559 0.665 0.866
Cl 0.261859 2.209509 1.100032 -0.132 0.857 0.022
Cl -3.082828 -0.094593 1.974782 -0.471 -0.244 0.703
H 4.647802 1.363802 -2.327840 -0.022 0.065 -0.016
H 4.746084 1.829546 0.201936 -0.076 -0.182 -0.093
C 3.565971 1.428015 -2.168001 0.562 -0.379 -0.354
C 3.672441 1.640262 0.308287 -0.494 0.403 0.141
N 3.200393 0.921029 -0.864287 0.269 0.096 0.215
H 3.051902 0.817334 -2.915503 0.109 0.237 -0.081
C 2.342731 -0.115080 -0.830717 -1.266 0.066 0.799
O 1.387253 -0.241839 -0.053545 1.800 -0.615 -0.600
H 3.497134 1.047822 1.208943 -0.085 0.087 -0.180
H 2.573192 -0.904382 -1.565836 -0.368 0.341 -0.344
H 3.262084 2.475098 -2.296394 -0.115 -0.253 0.144
H 3.174453 2.609783 0.427833 -0.052 -0.207 0.024
H -0.450231 -5.576127 0.987971 -0.113 0.102 0.013
H 1.350325 -5.737497 -0.907535 0.049 0.028 -0.095
C -0.993173 -4.946476 0.274211 -0.033 -0.383 0.070
C 0.734234 -5.031506 -1.470415 -0.044 -0.169 -0.085
N -0.044411 -4.230947 -0.556375 0.062 0.179 0.040
H -1.669482 -4.279868 0.809552 0.249 0.064 -0.187
C 0.181655 -2.936004 -0.423177 -1.040 0.831 1.186
O -0.381130 -2.247764 0.465911 0.540 -1.301 -1.033
H 1.367948 -4.386165 -2.074694 0.013 -0.068 -0.030
H 0.861006 -2.502182 -1.164379 0.007 0.110 0.175
H -1.562578 -5.607001 -0.385379 -0.075 0.065 0.143
H 0.060559 -5.597790 -2.114655 0.091 0.005 -0.096
N 0.369731 -0.243665 2.905462 0.032 -0.293 3.178
C 0.242124 -0.179153 4.063529 0.279 -0.220 -2.408
C 0.139167 -0.127773 5.483720 -0.185 0.115 1.163
C -1.108588 0.048201 6.121484 0.162 0.009 -0.122
C -1.172182 0.109432 7.516346 0.362 -0.067 -0.218
C 0.008205 -0.013164 8.268705 -0.118 0.025 -0.256
C 1.247473 -0.192361 7.643823 -0.237 0.016 -0.363
C 1.310308 -0.249994 6.248769 0.076 0.033 0.047
H -2.007270 0.141027 5.506925 0.274 -0.020 0.208
H -2.139901 0.257599 8.013202 0.524 -0.094 -0.255
H -0.045689 0.038346 9.353287 0.025 -0.013 -0.172
H 2.172489 -0.281211 8.221014 -0.439 0.036 -0.148
H 2.269638 -0.380177 5.736496 -0.391 0.051 0.244
```
Forces are in eV/Å.

Output
E_HOMO (spin up / spin down) = -5.9565 / -5.9853 eV
gap between HOMO and LUMO (spin up / spin down) = 5.975 / 6.003 eV
spin multiplicity = 5
relative energy (zero: lowest compared OMol25 entry of this formula, charge and spin) = 0.000 eV
F_max = 4.94 eV/A

Entry 3:
Density functional theory data (wB97M-V/def2-TZVPD) for the ion C5H15N2 with charge +1 in a non-equilibrium geometry.

```
22
Properties=species:S:1:pos:R:3:forces:R:3
C -0.864730 -1.737326 -2.187640 -0.217 0.125 0.277
N -1.317245 -0.840015 -1.125066 0.199 0.101 -0.284
C -0.739771 0.485085 -1.232204 0.197 0.628 0.281
C 0.562440 0.499022 -0.412015 -1.431 -0.861 0.697
C 0.292074 0.267728 1.064611 0.528 -0.530 0.934
C 1.464149 -0.380705 1.774542 0.234 -0.232 0.126
N 0.028717 1.602234 1.777130 0.861 0.241 0.374
H -1.036857 -1.310993 -3.178190 -0.122 -0.168 -0.143
H 0.197980 -1.922972 -2.092435 0.267 -0.075 0.062
H -1.377963 -2.684386 -2.060698 -0.016 -0.127 -0.242
H -2.325570 -0.813011 -1.099421 -0.014 0.108 -0.126
H -1.475489 1.214831 -0.872867 0.140 0.032 0.230
H -0.486360 0.847686 -2.236852 -0.208 -0.430 -0.208
H 1.174228 -0.322963 -0.768996 0.178 -0.052 0.003
H 1.146463 1.382615 -0.445754 0.631 1.088 -0.631
H -0.600643 -0.295020 1.322097 -0.175 -0.191 -0.689
H 1.583599 -1.411460 1.462409 -0.328 -0.238 -0.141
H 1.333859 -0.408722 2.856671 0.074 0.099 0.070
H 2.422512 0.064624 1.513993 0.020 0.426 0.108
H -0.451417 2.256615 1.159697 -0.331 0.059 0.306
H 0.896493 2.040919 2.100219 0.270 0.060 -0.651
H -0.426471 1.466209 2.680777 -0.757 -0.063 -0.352
```
Forces are in eV/Å.

Output
E_HOMO = -12.4951 eV
gap between HOMO and LUMO = 9.009 eV
SMILES = CNCC[C@@H](C)[NH3+]
relative energy (zero: lowest compared OMol25 entry of this formula, charge and spin) = 0.855 eV
total charge = +1
F_max = 1.81 eV/A

Entry 4:
Density functional theory data (wB97M-V/def2-TZVPD) for an isolated molecule of C15H20O2 in a non-equilibrium geometry.

```
37
Properties=species:S:1:pos:R:3:forces:R:3
C -0.560413 2.184224 1.323259 -0.314 -0.318 0.299
C 0.728040 1.564557 0.731912 -0.657 -0.373 0.180
C 1.197743 2.339355 -0.490813 -0.248 -0.501 -0.742
C 0.211043 2.390629 -1.626489 -0.267 0.141 -0.408
C 0.032404 3.419018 -2.512284 0.449 -0.709 1.056
O -0.899082 3.079815 -3.446306 -0.487 -0.534 -0.097
C -1.328868 1.806637 -3.137338 0.077 -0.419 0.527
C -0.676708 1.309727 -2.055235 0.742 1.323 0.988
C -0.986799 0.006659 -1.320360 0.253 1.011 -0.931
O -1.617384 -0.796567 -2.279190 -0.636 -1.282 -0.325
C 0.200086 -0.681885 -0.635829 -0.965 -0.276 0.774
C -0.227252 -2.065547 -0.021196 0.798 -0.125 -1.615
C 0.358121 -2.169540 1.376659 0.368 -0.882 0.417
C 1.545467 -3.160701 1.420599 -0.683 -0.044 -1.076
C -0.694351 -2.625782 2.371419 -0.639 -0.531 0.228
C 0.734270 -0.784676 1.692823 -0.091 2.615 -2.691
C 0.601457 0.051847 0.600557 0.346 -0.471 2.552
H -1.438451 2.095143 0.655063 0.499 0.043 0.196
H -0.399375 3.250040 1.521730 -0.067 -0.112 -0.026
H -0.830411 1.684844 2.281044 0.233 0.331 -0.618
H 1.493681 1.668915 1.473457 0.521 0.365 0.588
H 1.480245 3.342019 -0.190224 0.039 0.237 0.027
H 2.080621 1.862135 -0.908954 0.417 -0.071 0.195
H 0.546572 4.397306 -2.515473 -0.735 -0.727 -0.469
H -2.163612 1.286933 -3.616929 0.465 0.929 -0.405
H -1.749830 0.226747 -0.557438 0.143 -0.250 -0.151
H -0.999992 -1.029827 -2.987910 -0.025 0.199 0.296
H 1.052301 -0.703608 -1.303375 0.207 -0.332 -0.496
H 0.047755 -2.931042 -0.658989 0.017 0.483 0.287
H -1.296064 -2.112960 0.037127 -0.743 0.245 -0.022
H 2.370140 -2.827459 0.787698 -0.104 -0.001 -0.152
H 1.175126 -4.134062 1.047184 0.349 0.285 0.240
H 1.939915 -3.283849 2.403161 0.199 -0.103 0.875
H -1.293056 -3.451111 1.947279 0.359 0.042 0.321
H -0.190713 -2.948905 3.286054 -0.299 -0.097 0.071
H -1.421584 -1.842642 2.632359 0.310 -0.033 -0.167
H 0.978959 -0.416386 2.674951 0.169 -0.060 0.274
```
Forces are in eV/Å.

Output
E_HOMO = -8.5890 eV
gap between HOMO and LUMO = 9.325 eV
SMILES = C[C@@H]1Cc2cocc2[C@@H](O)[C@@H]2CC(C)(C)C=C12
relative energy (zero: lowest compared OMol25 entry of this formula, charge and spin) = 1.505 eV
F_max = 3.75 eV/A

Entry 5:
Density functional theory data (wB97M-V/def2-TZVPD) for a structure of composition C3H5O4Pb in a non-equilibrium geometry.

```
13
Properties=species:S:1:pos:R:3:forces:R:3
O -0.856388 -1.059373 -0.367025 -0.755 -0.539 0.193
C -1.222495 -0.920920 0.875386 1.728 1.303 -0.628
C 0.151659 -0.042237 -0.706928 0.514 0.364 -0.258
O -1.992374 -1.683306 1.451897 -0.092 0.283 0.626
O -0.648774 0.079711 1.484359 -0.799 -0.555 0.503
C 0.180049 0.823740 0.555582 0.689 0.550 -0.512
Pb -3.275680 -3.365291 1.168291 -0.693 -0.934 -0.211
H -0.213686 0.486911 -1.590613 0.341 -0.188 0.227
H 1.089406 -0.572901 -0.893125 -0.193 0.389 -0.085
H -0.272877 1.809425 0.417054 0.160 -0.255 0.036
H 1.178133 0.922465 0.986805 -0.165 0.039 -0.260
O 2.751277 1.885067 -1.267520 -0.770 -0.439 0.454
H 3.131747 1.636709 -2.114164 0.036 -0.018 -0.084
```
Forces are in eV/Å.

Output
E_HOMO (spin up / spin down) = -5.2251 / -5.2237 eV
gap between HOMO and LUMO (spin up / spin down) = 2.204 / 2.297 eV
spin multiplicity = 2
relative energy (zero: lowest compared OMol25 entry of this formula, charge and spin) = 3.025 eV
F_max = 2.25 eV/A

Entry 6:
Density functional theory data (wB97M-V/def2-TZVPD) for an isolated molecule of C4H4N2O3 in a non-equilibrium geometry.

```
13
Properties=species:S:1:pos:R:3:forces:R:3
O 2.729068 0.819277 -1.012018 -6.424 -0.380 2.576
C 1.517810 0.573777 -0.542479 7.237 -3.932 -3.626
N 1.236280 -0.813660 -0.217327 6.169 -0.012 -1.799
C 0.242756 -1.206849 0.561779 1.086 -3.239 1.634
C -0.948565 -0.784221 0.878071 -1.146 2.536 0.154
O -1.721729 0.336281 0.454426 0.407 0.556 -0.620
C -1.645038 1.210655 -0.552552 -0.374 0.798 -2.343
N -0.550720 1.579730 -1.405736 -4.304 -1.448 4.645
O 0.464636 1.233322 -0.374707 -1.018 2.825 0.502
H 2.216001 -1.435397 -0.233404 -3.770 2.247 0.039
H 0.490226 -2.168699 1.134541 -0.356 1.527 -0.695
H -1.214425 -0.969722 1.884243 -1.105 -0.824 0.485
H -2.816302 1.625506 -0.574837 3.598 -0.652 -0.952
```
Forces are in eV/Å.

Output
E_HOMO = -8.9756 eV
gap between HOMO and LUMO = 9.041 eV
SMILES = O=c1[nH]ccocno1
relative energy (zero: lowest compared OMol25 entry of this formula, charge and spin) = 6.769 eV
F_max = 9.00 eV/A